Entry 1:
ORCA calculation (ωB97M-V/def2-TZVPD) on a 2-piece molecular cluster, C6H10N2O2S overall.

- Net charge: 0
- Energy above the lowest of the compared OMol25 structures with the same formula, charge and spin: 484.7 kJ/mol

Geometry as XYZ:
```
21
Properties=species:S:1:pos:R:3:forces:R:3
C -0.54524 -1.54459 -1.04646 -0.47 -1.72 -1.46
C -3.00146 -0.22110 1.89841 -1.44 2.58 1.09
C -2.12587 0.67986 1.46413 0.38 -1.98 -0.98
C 2.64780 0.06307 -1.19070 0.38 -2.10 -0.39
C -2.29159 2.07494 1.05811 1.89 1.66 -1.61
C 3.08803 -1.45271 -1.06186 0.76 0.97 1.96
N -0.62451 -0.76047 -0.21570 -0.25 4.05 3.35
N 2.22002 0.60530 -2.22501 -0.48 2.59 0.91
O -0.66172 -2.31433 -1.87597 0.37 -2.44 -2.76
O 0.47129 1.09086 1.05766 1.88 2.38 -0.43
S -0.38285 -0.02360 1.24020 -2.28 -1.89 1.61
H -2.73317 -1.18439 2.21194 0.44 -1.32 0.16
H -4.02534 0.13675 2.24080 1.20 -0.62 -0.86
H 2.85924 0.77797 -0.39403 0.25 -0.59 0.41
H -2.77955 2.62868 1.88702 -0.39 -0.05 -1.16
H -1.21645 2.48110 1.06395 -1.37 -0.24 -0.06
H -2.59119 2.24356 -0.10907 0.08 -0.41 3.15
H 2.96822 -1.84635 0.02701 0.48 0.86 -1.74
H 4.18919 -1.34560 -1.32478 -1.15 -0.64 0.54
H 2.63620 -2.22749 -1.69033 -0.16 0.71 -0.30
H 1.89894 0.13853 -3.01532 -0.13 -1.80 -1.42
```
Positions in Å, forces in eV/Å.



Entry 2:
ORCA calculation (ωB97M-V/def2-TZVPD) on C25H42ClCsI2N4O10P2 as an isolated structure.

- Net charge: -2
- E_tot: -3707.9247 a.u.

Geometry as XYZ:
```
87
Properties=species:S:1:pos:R:3:forces:R:3
Cs 0.13786 0.96755 -0.87522 0.08 0.77 0.17
C 3.10830 0.00672 -3.26388 0.51 0.46 -0.96
C 3.85358 -0.56998 -2.09006 0.31 0.56 0.11
N 3.43041 0.13530 -0.91316 -0.26 0.51 1.08
C 3.53166 -0.53387 0.38022 -0.16 0.88 0.19
C 2.71282 -1.80671 0.38826 -0.48 0.06 0.42
C 3.16422 -2.98571 0.95842 0.94 -0.60 0.17
C 2.37255 -4.13313 0.91240 -0.86 0.56 0.07
C 1.07995 -4.01790 0.36059 0.91 0.43 -0.41
C 0.71652 -2.81069 -0.26094 0.80 0.14 0.61
C -0.60092 -2.80089 -1.06019 -0.26 -0.02 0.63
N -0.79567 -1.76504 -2.07304 -0.46 -0.08 -0.98
C -0.12329 -1.99748 -3.39816 -0.14 -0.13 0.90
C 1.39981 -1.81845 -3.34712 -0.03 -0.55 -1.11
N 1.74293 -0.41220 -3.34835 -1.40 -0.02 -0.36
N 1.50575 -1.72348 -0.16269 -0.93 -0.69 -0.90
H 3.66694 -0.20227 -4.19950 0.01 -0.19 0.10
H 3.06500 1.11097 -3.18527 0.24 -0.37 0.10
H 4.92135 -0.46608 -2.27074 0.51 0.13 -0.15
H 3.71827 -1.64103 -1.98484 -0.36 -0.20 0.11
H 3.74866 1.11605 -0.89468 -0.27 -0.76 0.01
H 3.10431 0.16084 1.15367 0.32 -0.61 -0.55
H 4.57006 -0.74593 0.68658 -0.10 -0.17 0.00
H 4.17004 -3.01014 1.42192 -0.72 -0.04 -0.39
H 2.75117 -5.07467 1.31940 -0.30 0.34 -0.04
H 0.37071 -4.82946 0.31664 0.14 -0.35 0.04
H -1.42406 -2.73042 -0.30133 0.52 0.14 -0.66
H -0.68440 -3.81028 -1.49551 -0.01 0.01 0.00
H -1.81171 -1.70911 -2.27839 0.96 0.14 0.43
H -0.53340 -1.29870 -4.13166 -0.09 0.22 0.23
H -0.38990 -2.98985 -3.79703 0.25 -0.14 0.19
H 1.82365 -2.40061 -4.21839 -0.19 0.48 0.30
H 1.79322 -2.33982 -2.48102 0.06 0.22 0.20
H 1.29330 0.06943 -4.14423 0.23 -0.37 0.73
C -4.64129 -0.18518 -2.62622 1.12 -0.45 -0.07
O -3.72613 0.52137 -1.76162 -1.34 0.88 -0.85
C -4.36993 1.72348 -1.27735 -0.69 -0.66 -0.20
C -3.49413 2.48871 -0.33323 0.67 0.28 0.17
O -2.79955 1.50389 0.42809 -0.31 0.61 0.17
C -2.40024 1.95824 1.71461 -0.32 0.01 0.58
C -3.31902 1.40612 2.84765 -0.30 -0.18 -1.03
O -3.71856 0.03039 2.59355 0.27 1.02 0.55
C -3.15543 -0.96502 3.42895 0.32 -0.49 -0.09
H -5.44315 0.43212 -3.06499 0.23 -0.04 0.44
H -5.05098 -1.06303 -2.08771 -0.08 0.50 -0.19
H -4.04910 -0.55757 -3.48630 -0.25 0.09 0.41
H -5.29556 1.43567 -0.76681 0.01 -0.26 0.21
H -4.71465 2.36363 -2.10521 0.37 -0.08 -0.11
H -4.12706 3.14857 0.31890 0.40 -0.52 -0.48
H -2.78214 3.16203 -0.86393 -0.25 -0.45 0.41
H -2.33386 3.07145 1.69214 0.12 -0.81 0.38
H -1.42004 1.54165 1.90493 0.47 0.05 -0.04
H -4.25369 1.99500 2.86008 0.19 -0.24 0.12
H -2.80081 1.52069 3.81406 -0.16 -0.15 -0.28
H -2.24009 -1.41872 2.97233 -0.55 0.47 0.55
H -3.90991 -1.75846 3.53792 0.11 0.13 -0.13
H -2.93473 -0.60819 4.45211 0.15 0.02 -0.48
I -2.56225 0.67362 -6.22732 0.17 -0.15 0.07
C -2.00075 2.56641 -5.42873 -0.44 1.13 -0.71
I -0.25092 2.90263 -4.32514 0.91 -0.27 0.41
H -2.79696 2.87604 -4.76137 -0.29 -0.13 -0.27
H -1.93147 3.25544 -6.29452 -0.35 -0.60 0.50
O 3.30943 3.73176 -0.95264 -1.29 0.88 1.09
P 2.21114 4.42666 -1.94925 -0.76 1.77 -3.02
O 2.58267 5.82880 -2.47858 0.02 -3.03 1.18
O 1.84133 3.32277 -2.98655 0.91 1.00 1.40
O 0.80666 4.66331 -1.15391 0.27 -0.37 0.65
P 0.32532 4.75185 0.41589 -1.66 -1.36 -1.11
O 0.55732 6.32638 0.74583 -1.05 0.36 -0.63
O -1.17060 4.38947 0.36090 2.31 0.97 0.29
O 1.29422 3.93302 1.19800 0.14 0.27 0.21
H 3.01080 3.95290 -0.01666 0.25 -0.45 -0.93
H -0.08098 6.82487 0.17505 0.84 -0.54 0.73
Cl 2.24313 -4.63237 7.09865 0.51 -1.54 1.15
C 1.72385 -3.44413 6.02844 -1.09 2.19 -1.84
C 0.86656 -3.72772 4.91429 0.81 -0.12 0.57
C 0.49225 -2.73567 4.04270 0.38 -0.22 -0.34
C 0.88014 -1.35598 4.25839 -0.70 0.71 -0.81
C 0.41556 -0.37867 3.39190 0.21 -0.05 -0.07
C 1.72256 -1.06517 5.39016 0.13 -1.33 0.48
C 2.14136 -2.10290 6.22698 -0.62 0.05 -0.92
H 0.57200 -4.76436 4.71720 0.12 0.27 0.12
H 0.02223 -2.98284 3.06017 0.11 0.15 1.04
H 0.66148 0.67244 3.53974 -0.02 -0.19 -0.16
H -0.16993 -0.67156 2.51138 0.16 0.22 0.33
H 2.04745 -0.03960 5.55254 0.01 -0.20 0.02
H 2.82674 -1.88726 7.03175 0.07 0.02 0.26
```
Positions in Å, forces in eV/Å.



Entry 3:
ORCA calculation (ωB97M-V/def2-TZVPD) on a single C4H7NS3 molecule.

- Net charge: 0
- Energy above the lowest of the compared OMol25 structures with the same formula, charge and spin: 301.7 kJ/mol

Geometry as XYZ:
```
15
Properties=species:S:1:pos:R:3:forces:R:3
C 2.99867 0.50462 -0.83619 0.25 4.21 7.16
C -0.50356 -0.91454 -0.05688 -3.81 3.22 0.98
C -0.55867 0.46869 0.48174 -3.32 1.03 0.76
C -1.92003 1.22292 0.66035 -1.81 -0.02 3.64
H 2.89346 -0.09730 -1.61581 -0.12 -2.05 -3.70
H 2.40782 1.52736 -0.74643 1.62 -2.09 -1.16
H 4.12487 0.64463 -0.35260 -3.00 -0.49 -1.62
H 0.99069 -2.20403 -0.27568 -0.56 1.57 0.40
H 0.18828 0.65242 1.20944 -0.03 0.09 0.99
H -2.15339 1.76991 1.67801 0.91 -1.20 -1.87
H -2.89301 0.90506 0.24235 1.05 -0.52 0.12
N 0.74140 -1.20827 -0.00630 4.32 -5.40 -1.81
S 2.10210 -0.41404 0.62186 1.52 0.29 -0.39
S -1.94370 -1.69074 -0.33010 1.28 -0.75 -0.52
S -0.83634 1.95288 -0.39108 1.69 2.11 -3.00
```
Positions in Å, forces in eV/Å.